The following is a DFT calculation (ωB97M-V with the def2-TZVPD basis set) of C19H37ClPrSi4 as an isolated structure.

Relative energy (zero: lowest compared OMol25 entry of this formula, charge and spin) (kJ/mol): 0.0
Net charge: -1
Spin multiplicity: 3
HOMO-LUMO gap (alpha / beta) (eV): 6.563 / 6.512

Element x y z (Å)
C -2.50759 -1.65362 -2.64238
C -1.75672 -1.84066 -3.85090
C -1.41717 -0.55257 -4.36452
H -1.51098 -2.80487 -4.30238
C -1.92339 0.43731 -3.47562
C -2.60154 -0.23273 -2.40445
H -3.16169 0.24657 -1.60275
H -2.90290 -2.44270 -1.99676
H -0.91132 -0.35678 -5.30944
H -1.90078 1.52211 -3.62423
Pr -0.19440 -0.99486 -1.86621
Cl 0.23264 -3.39489 -1.09908
C 2.98400 -0.54397 -2.28737
C 2.48672 0.68291 -2.83180
C 1.85755 0.38787 -4.07378
H 2.59167 1.66783 -2.37539
C 1.95591 -1.01495 -4.29966
C 2.63837 -1.59395 -3.19170
H 2.84670 -2.64919 -3.04183
H 3.53747 -0.65550 -1.35518
H 1.38777 1.11185 -4.73092
H 1.56413 -1.55316 -5.15281
C 0.80689 3.23516 -0.40113
Si -0.36567 2.38271 0.80315
C -0.02592 2.98540 2.55558
C -2.14205 2.75910 0.29724
Si -0.05981 0.07965 0.80596
Si 1.95362 -0.40209 1.87549
C 1.63784 -0.27915 3.72518
C 2.58397 -2.14734 1.49991
C 3.26322 0.84668 1.34297
Si -1.81189 -0.96390 1.92310
C -2.04060 -0.05554 3.55041
C -3.44776 -0.90117 0.97336
C -1.37628 -2.77417 2.22985
H 0.68233 4.32561 -0.30422
H 0.58892 2.96656 -1.44482
H 1.86121 3.00120 -0.20437
H -0.20821 4.07045 2.57810
H -0.68003 2.51761 3.30266
H 1.01468 2.81425 2.86312
H -2.34251 2.45875 -0.74144
H -2.88212 2.27166 0.94680
H -2.29627 3.84779 0.36858
H 0.90811 -1.02217 4.07348
H 2.59092 -0.47710 4.23812
H 1.28687 0.71455 4.03072
H 2.84962 -2.28219 0.44114
H 3.48963 -2.32666 2.10350
H 1.84186 -2.91724 1.75753
H 3.46751 0.81574 0.26430
H 2.98799 1.87778 1.60322
H 4.19866 0.60340 1.87114
H -2.36140 0.98377 3.39994
H -2.83233 -0.57810 4.10751
H -1.13476 -0.04937 4.16853
H -3.40859 -1.48064 0.03903
H -4.23244 -1.34981 1.60556
H -3.75493 0.12637 0.73262
H -1.32872 -3.34149 1.28789
H -0.41305 -2.89327 2.74620
H -2.16291 -3.21479 2.86326

These are the Löwdin partial charges, in e, on atoms 1 to 5: number 1, C, carries -0.27; number 2, C, carries -0.20; number 3, C, carries -0.18; number 4, H, carries 0.12; number 5, C, carries -0.18